(1)
101
Properties=species:S:1:pos:R:3:mulliken_charge:R:1 method="wB97M-V/def2-TZVPD" molar_mass_g_mol=745.786 spin_multiplicity=1 homo_ev=-11.636 gap_ha=0.260 total_energy_ev=-71265.67803 total_charge=+1
C 1.87650 -2.17724 2.13903 -0.67
C 2.19102 -0.91304 2.48796 -0.49
C 2.03905 0.26830 1.47937 0.03
N 3.01333 0.00810 0.39139 0.27
C 2.84818 0.78355 -0.75154 -0.89
N 2.05873 0.37138 -1.83584 0.54
C 2.69701 -0.74470 -2.58769 -0.91
C 2.71682 -2.13138 -1.85255 -0.02
C 4.18018 -2.62785 -1.50120 -1.12
I 4.58270 -4.60649 -2.29880 0.06
C 0.64696 0.10942 -1.47448 -0.68
C -0.06282 1.44279 -1.05007 -0.62
C -1.54414 1.16502 -0.57059 -0.67
C -2.49694 2.32912 -1.02832 -0.83
C -3.76106 2.42482 -0.08070 -0.66
C -5.12726 2.18278 -0.82527 -0.79
C -5.99182 1.00225 -0.20765 -0.31
C -5.95156 -0.19928 -1.22321 -0.34
C -6.95548 -1.37211 -0.87966 -0.31
C -7.83570 -1.13004 0.38821 -1.00
N 3.45599 1.95656 -0.88860 0.38
S 4.46532 2.63143 0.36635 -0.13
O 3.31579 2.67223 -2.06589 -0.24
C 4.37642 2.38944 -2.85778 0.63
N 5.33036 2.06850 -3.36321 -0.43
H 2.48839 -3.04442 2.45898 0.27
H 0.96879 -2.40713 1.54369 0.24
H 2.60137 -0.74703 3.50915 0.54
H 0.99021 0.36286 1.14162 -0.16
H 2.30590 1.19224 2.03756 0.34
H 3.97928 -0.01374 0.71886 0.48
H 3.75901 -0.43834 -2.76042 0.29
H 2.21283 -0.83691 -3.57861 0.40
H 2.21962 -2.92942 -2.44639 0.69
H 2.17689 -2.09827 -0.87871 -0.25
H 4.30757 -2.71424 -0.40252 0.40
H 4.95236 -1.95330 -1.93060 0.43
H 0.09904 -0.23863 -2.37853 0.67
H 0.54628 -0.64971 -0.66483 0.06
H -0.12579 2.16505 -1.89070 0.50
H 0.46387 1.95915 -0.21430 0.30
H -1.90400 0.23916 -1.07424 0.20
H -1.54067 1.06343 0.53644 0.43
H -2.78981 2.22243 -2.09504 0.40
H -1.91036 3.27294 -0.94806 0.38
H -3.64724 1.59723 0.65855 0.30
H -3.82144 3.40093 0.44128 0.40
H -4.88723 1.91033 -1.88081 0.34
H -5.76236 3.09493 -0.89210 0.43
H -5.56377 0.70932 0.77602 0.15
H -7.02024 1.38412 -0.06467 0.30
H -4.90459 -0.57936 -1.21766 -0.13
H -6.18314 0.22547 -2.22800 0.36
H -6.35357 -2.29377 -0.72810 0.18
H -7.63220 -1.51197 -1.74939 0.30
H -8.44207 -0.20407 0.33478 0.35
H -8.50571 -2.00569 0.54867 0.35
H -7.15456 -1.07679 1.27908 0.16
H 5.67654 1.98414 0.22128 0.23
O -5.41485 -1.77016 2.88114 -0.57
C -5.11421 -2.88996 2.55273 0.85
O -6.06859 -3.81847 2.38282 -0.34
C -5.83997 -5.10791 1.80247 -0.36
C -5.38023 -6.10642 2.84462 -1.07
C -3.66619 -3.29206 2.41852 -0.99
H -5.15290 -5.04161 0.95662 0.33
H -6.79972 -5.42776 1.39592 0.38
H -4.42614 -5.81443 3.28643 0.27
H -5.26710 -7.09738 2.40272 0.36
H -6.10353 -6.16468 3.65926 0.31
H -3.28546 -3.58682 3.39626 0.28
H -3.10460 -2.42985 2.06056 0.20
H -3.49712 -4.09102 1.69972 0.36
O 2.63929 0.26224 5.10932 -0.66
C 3.24721 0.00513 6.12353 0.91
O 4.35241 -0.74728 6.05634 -0.39
C 5.25706 -0.94685 7.15433 -0.42
C 4.80901 -2.09486 8.03421 -0.98
C 2.72989 0.43811 7.46915 -1.17
H 5.40164 -0.02275 7.71578 0.37
H 6.22106 -1.19039 6.70734 0.32
H 3.83888 -1.89494 8.49127 0.28
H 5.53423 -2.27413 8.82860 0.37
H 4.70094 -3.00616 7.44393 0.30
H 2.01705 -0.30238 7.83169 0.28
H 2.22193 1.39393 7.34953 0.34
H 3.51032 0.59301 8.20988 0.36
O 2.40937 5.07944 -9.74331 -0.54
C 3.07191 4.93065 -8.75478 0.70
O 3.19996 3.69821 -8.21546 -0.38
C 4.11638 3.37519 -7.16923 -0.68
C 3.51415 3.65603 -5.80708 -0.30
C 3.69074 6.11014 -8.04595 -0.85
H 5.07320 3.87979 -7.31342 0.39
H 4.31429 2.30658 -7.26210 0.36
H 3.28877 4.71624 -5.67943 0.27
H 4.19837 3.35120 -5.01628 -0.19
H 2.57250 3.11479 -5.68813 0.35
H 2.95779 6.54102 -7.36381 0.23
H 3.96266 6.85334 -8.79351 0.31
H 4.60278 5.86880 -7.50378 0.30



(2)
96
Properties=species:S:1:pos:R:3:mulliken_charge:R:1 method="wB97M-V/def2-TZVPD" molar_mass_g_mol=546.786 spin_multiplicity=1 homo_ev=-8.094 gap_ha=0.319 total_energy_ev=-48422.55793 smiles="Cc1ccc(C(C)C)c(OC[C@@H]2COC(=O)O2)c1.CCOCC.CCOCC.CCOCC.CCOCC" total_charge=0
C -4.64035 5.70640 -1.52445 -1.09
C -3.23257 5.35480 -0.79958 0.46
C -3.31909 4.95652 0.69880 -0.66
C -1.99213 4.62958 1.45196 -0.52
C -0.61890 4.70003 0.68856 0.34
C 0.76620 4.40064 1.44606 1.19
C 1.49248 5.86001 1.61890 -0.98
C 0.59980 3.77096 2.90996 -1.49
C -0.53912 5.06476 -0.84392 0.51
O 0.76276 5.05112 -1.42771 -0.22
C 0.90495 6.03329 -2.47540 -0.91
C 1.07009 7.54779 -1.91388 0.91
C 0.18167 8.67637 -2.65965 -0.45
O 0.90208 9.92319 -2.50377 -0.30
C 2.26729 9.50711 -2.39902 0.52
O 3.33176 10.14148 -2.51637 -0.53
O 2.42023 8.09474 -2.16298 -0.41
C -1.86949 5.39270 -1.57169 -0.76
H -5.22460 6.34975 -0.78573 0.32
H -4.45152 6.30847 -2.48137 0.32
H -5.14011 4.68982 -1.72440 0.26
H -4.31272 4.91400 1.25393 0.24
H -2.07757 4.33631 2.54820 0.12
H 1.37606 3.71249 0.75154 -0.04
H 2.37236 5.95529 0.89640 0.20
H 0.74140 6.68409 1.30681 0.12
H 1.77791 6.00397 2.71891 0.44
H 0.36561 2.63951 2.89438 0.23
H -0.13754 4.37122 3.54645 0.37
H 1.64054 3.84606 3.41364 0.42
H 0.11908 5.95849 -3.30928 0.35
H 1.91624 5.80531 -2.99147 0.34
H 0.98570 7.69172 -0.78446 -0.03
H -0.04652 8.33200 -3.73170 0.30
H -0.84476 8.56195 -2.15620 0.31
H -1.84949 5.68803 -2.67974 0.13
C 2.03202 1.17055 -2.36674 -0.93
C 2.35026 0.74191 -0.94342 -0.40
O 1.20818 0.67690 -0.10351 -0.44
C 0.18598 -0.23112 -0.49305 -0.35
C 0.65039 -1.67480 -0.56446 -1.06
H 1.52904 2.14166 -2.37126 0.12
H 2.94992 1.24815 -2.95481 0.41
H 1.37308 0.45840 -2.86860 0.29
H 3.02227 1.48061 -0.49829 0.39
H 2.88745 -0.21148 -0.92987 0.35
H -0.26272 0.08883 -1.43904 0.30
H -0.60175 -0.15244 0.26136 0.30
H 1.42865 -1.81463 -1.31779 0.28
H -0.18505 -2.33094 -0.82190 0.46
H 1.06273 -1.99323 0.39660 0.28
C -6.55451 0.87182 0.37142 -1.14
C -5.15212 1.04370 0.93253 -0.29
O -5.11181 1.80627 2.13011 -0.37
C -5.84139 1.28820 3.23459 -0.36
C -5.37637 -0.08721 3.67850 -1.03
H -7.01729 1.84585 0.19071 0.30
H -6.52210 0.31879 -0.57048 0.39
H -7.20354 0.32382 1.05819 0.30
H -4.54646 1.58266 0.19906 0.35
H -4.66592 0.07480 1.08192 0.28
H -6.91380 1.29268 3.01446 0.31
H -5.69511 1.99152 4.05912 0.32
H -5.51584 -0.83600 2.89625 0.26
H -5.93914 -0.41354 4.55697 0.39
H -4.31278 -0.06926 3.93016 0.28
C 1.80399 -5.12752 4.25963 -1.07
C 0.86115 -5.48368 3.12164 -0.32
O 1.14794 -4.79731 1.91293 -0.40
C 2.43498 -5.02005 1.34848 -0.33
C 2.70074 -6.47338 0.99903 -0.98
H 1.78807 -4.05068 4.44800 0.29
H 1.50971 -5.64792 5.17437 0.40
H 2.83623 -5.40505 4.03494 0.27
H -0.15474 -5.19868 3.40764 0.34
H 0.84167 -6.56432 2.95013 0.31
H 3.21143 -4.62186 2.00980 0.31
H 2.47882 -4.42483 0.43195 0.30
H 2.68575 -7.11369 1.88340 0.27
H 3.68114 -6.57830 0.52790 0.31
H 1.93946 -6.84741 0.31008 0.30
C 4.14221 -8.39941 -3.58411 -1.08
C 4.46043 -8.82823 -2.16088 -0.33
O 3.31851 -8.89205 -1.32000 -0.32
C 2.29560 -9.79898 -1.70946 -0.35
C 2.75894 -11.24300 -1.78152 -1.08
H 3.64049 -7.42803 -3.58880 0.30
H 5.05984 -8.32294 -4.17244 0.39
H 3.48234 -9.11079 -4.08567 0.26
H 5.13342 -8.09040 -1.71604 0.33
H 4.99647 -9.78216 -2.14766 0.30
H 1.84673 -9.47854 -2.65510 0.34
H 1.50838 -9.71990 -0.95450 0.31
H 3.53647 -11.38376 -2.53501 0.26
H 1.92259 -11.89816 -2.03864 0.38
H 3.17126 -11.56142 -0.82054 0.30



(3)
99
Properties=species:S:1:pos:R:3:mulliken_charge:R:1 method="wB97M-V/def2-TZVPD" molar_mass_g_mol=694.804 spin_multiplicity=5 homo_ev="-9.703 / -10.526" gap_ha="0.236 / 0.262" total_energy_ev=-156636.47754 total_charge=+1
Cr -0.21940 0.65640 0.33590 0.56
N 3.78138 -0.78424 0.58456 0.19
C 2.85225 -0.25104 -0.20843 -0.39
N 1.73523 -0.12614 0.48217 0.41
C 2.05908 -0.61396 1.71604 -0.22
N 3.29720 -1.02173 1.81847 -0.73
C 1.04292 -0.62684 2.76323 0.49
C 1.26793 -1.04852 4.06581 -0.27
N 0.30380 -1.02298 4.97576 -0.57
C -0.88568 -0.58054 4.58570 -0.46
C -1.12640 -0.15895 3.28560 -0.01
N -0.15801 -0.17988 2.37132 0.10
H 4.73977 -1.00681 0.36644 0.21
H 3.00384 0.02659 -1.23772 0.40
H 2.24298 -1.40968 4.36720 0.48
H -1.67740 -0.56004 5.32362 0.43
H -2.10058 0.18326 2.96371 0.38
C 1.34783 4.28459 0.40171 -1.63
C 1.61094 4.19222 -1.11283 2.13
C 2.94741 3.44759 -1.25465 -2.20
C 1.78746 5.60932 -1.66778 -1.85
P 0.25031 3.14050 -1.90978 0.94
N -0.11826 1.92797 -1.01385 -0.38
C 0.87600 2.54605 -3.59434 1.81
C 1.84229 1.37535 -3.35388 -1.66
C 1.56357 3.59453 -4.47346 -1.87
C -0.28862 1.93358 -4.39130 -1.97
C -1.27026 4.22825 -2.15435 2.75
C -1.54790 4.99606 -0.85288 -2.03
C -2.49187 3.31700 -2.34718 -2.33
C -1.20308 5.23845 -3.30533 -2.00
H 2.26796 4.60382 0.89672 0.54
H 1.05782 3.31551 0.81030 0.07
H 0.57814 5.00734 0.65487 0.31
H 3.69562 3.96160 -0.64728 0.70
H 3.31962 3.42750 -2.27643 0.24
H 2.86402 2.42335 -0.88524 0.23
H 2.63555 6.07602 -1.15891 0.53
H 0.92021 6.23996 -1.48250 0.29
H 2.00130 5.62411 -2.73520 0.27
H 2.79254 1.68828 -2.92461 0.30
H 2.05820 0.90021 -4.31391 0.51
H 1.36925 0.63714 -2.70456 0.10
H 2.50451 3.94618 -4.05358 0.29
H 0.93272 4.46023 -4.66748 0.25
H 1.79492 3.13788 -5.43962 0.53
H -0.82516 1.19006 -3.80084 0.32
H 0.12706 1.43152 -5.26819 0.63
H -0.99256 2.67688 -4.75393 0.30
H -1.52015 4.33344 0.01370 0.26
H -2.55241 5.42206 -0.91722 0.61
H -0.85988 5.82256 -0.69116 0.38
H -2.57872 2.62155 -1.51367 0.01
H -2.47221 2.74019 -3.26562 0.32
H -3.38314 3.95055 -2.37542 0.71
H -0.33928 5.89872 -3.24623 0.31
H -2.09632 5.86749 -3.26314 0.53
H -1.19756 4.75907 -4.28177 0.32
C -5.12244 -3.05540 0.46331 -2.07
C -5.38020 -1.81445 1.33122 2.49
C -4.42499 -1.92102 2.53120 -1.78
C -6.82707 -1.88273 1.85346 -1.77
Si -5.14317 -0.20744 0.32080 -1.14
Br -2.80240 -0.07033 0.12849 0.22
C -5.62348 1.39575 1.24563 2.83
C -5.27567 1.31142 2.73882 -2.03
C -4.89834 2.63679 0.70244 -2.22
C -7.14143 1.61878 1.12004 -1.81
C -5.73386 -0.31242 -1.49372 2.63
C -7.19048 -0.81082 -1.52161 -1.80
C -5.68613 1.06246 -2.17504 -2.18
C -4.87878 -1.25786 -2.35305 -1.62
H -5.20358 -3.94558 1.09385 0.59
H -4.12066 -3.05079 0.02899 0.33
H -5.84726 -3.16485 -0.34191 0.35
H -4.65950 -2.84006 3.07664 0.57
H -4.51861 -1.09468 3.23297 0.31
H -3.38478 -1.99004 2.20975 0.33
H -6.97994 -2.85062 2.33938 0.55
H -7.56996 -1.79927 1.05809 0.31
H -7.03771 -1.11252 2.59599 0.33
H -4.20956 1.13204 2.89803 0.15
H -5.83939 0.54212 3.26484 0.38
H -5.51663 2.26959 3.20798 0.60
H -3.81932 2.57168 0.84858 0.29
H -5.25317 3.51278 1.25431 0.58
H -5.08151 2.81897 -0.35301 0.29
H -7.72510 0.77542 1.49362 0.32
H -7.44922 1.81750 0.09326 0.35
H -7.41791 2.49424 1.71482 0.52
H -7.86617 -0.17454 -0.94671 0.32
H -7.29110 -1.83301 -1.15687 0.34
H -7.54120 -0.80219 -2.55762 0.53
H -6.35910 1.78715 -1.71786 0.31
H -5.99897 0.94372 -3.21654 0.64
H -4.67800 1.47899 -2.18131 0.33
H -4.89058 -2.28690 -2.00193 0.33
H -3.84181 -0.92850 -2.41696 0.17
H -5.28570 -1.25514 -3.36858 0.56



(4)
110
Properties=species:S:1:pos:R:3:mulliken_charge:R:1 method="wB97M-V/def2-TZVPD" molar_mass_g_mol=1103.961 spin_multiplicity=1 homo_ev=-9.184 gap_ha=0.353 total_energy_ev=-263057.25470 smiles="COCCCCCCC[C@@H]1CNC(=O)C1.ClCCCl.ClCCCl.ClCCCl.ClCCCl.ClCCCl.ClCCCl.ClCCCl.ClCCCl.ClCCCl" total_charge=0
C -3.53543 0.50247 3.22114 -0.84
O -2.48783 0.52590 2.26512 -0.29
C -1.20252 0.59314 2.91009 0.90
C -0.22752 1.58603 2.24715 -0.96
C 1.17814 0.96129 2.02787 -0.75
C 1.40531 0.16666 0.71786 1.54
C 0.74555 0.78034 -0.51194 -0.14
C 1.32333 0.26209 -1.84425 -0.46
C 1.21473 -1.26905 -2.00922 -0.62
C 2.55291 -2.03488 -1.80514 0.31
C 2.97699 -2.86518 -3.03332 -1.02
N 3.99378 -3.80835 -2.51026 -0.11
C 3.66883 -4.04316 -1.13766 0.20
O 4.31294 -4.80747 -0.40279 -0.68
C 2.42457 -3.20808 -0.79314 -0.15
H -3.14858 0.31374 4.23070 0.39
H -4.21335 -0.33048 2.96013 0.22
H -4.14732 1.41584 3.20908 0.21
H -1.33009 0.86993 3.96635 -0.05
H -0.72535 -0.39671 2.85924 -0.52
H -0.68215 2.01481 1.35235 0.49
H -0.08659 2.42986 2.94540 0.26
H 1.33787 0.25127 2.86137 -0.47
H 1.94663 1.73803 2.16346 0.49
H 1.13907 -0.89682 0.83305 -1.13
H 2.49823 0.16934 0.54055 0.55
H 0.80235 1.86661 -0.46243 0.02
H -0.32358 0.49823 -0.52020 0.12
H 2.36477 0.60858 -1.96699 0.56
H 0.73427 0.73829 -2.64561 -0.58
H 0.42217 -1.69845 -1.38605 0.00
H 0.92023 -1.45919 -3.05649 0.61
H 3.37767 -1.36480 -1.52257 0.45
H 3.29008 -2.29004 -3.91366 0.36
H 2.11578 -3.48962 -3.31745 0.36
H 4.93770 -3.43575 -2.56107 0.31
H 2.31243 -2.96712 0.26524 -0.21
H 1.60072 -3.81532 -1.20925 0.41
Cl -3.21957 4.21785 1.34837 -0.07
C -3.47519 5.58922 0.23049 -0.35
C -3.64563 5.16957 -1.20928 -0.61
Cl -2.15125 4.50899 -1.91269 -0.11
H -2.63680 6.26740 0.35317 0.12
H -4.38108 6.09452 0.56490 0.29
H -3.92783 6.03021 -1.81578 0.34
H -4.42010 4.41127 -1.30390 0.38
Cl 1.71752 4.80472 -1.21847 -0.09
C 1.84972 6.41657 -1.96150 -0.55
C 1.18611 7.47723 -1.12181 -0.46
Cl -0.58796 7.28425 -1.08724 -0.16
H 1.41178 6.36531 -2.95576 0.30
H 2.91117 6.64081 -2.05899 0.33
H 1.39236 8.46267 -1.53701 0.32
H 1.54322 7.44966 -0.09516 0.30
Cl -2.66639 3.22635 4.72055 0.02
C -3.07347 2.78948 6.39517 -0.77
C -1.95120 3.13921 7.33563 -0.43
Cl -0.52980 2.10369 7.04062 -0.16
H -3.29595 1.72405 6.42293 0.36
H -3.97543 3.33796 6.66379 0.41
H -2.26435 2.97824 8.36648 0.38
H -1.64492 4.17634 7.22270 0.24
Cl -0.95238 -2.31553 0.89721 0.09
C -2.72970 -2.42404 0.85306 -0.56
C -3.19660 -3.68417 0.17025 -0.57
Cl -2.83322 -3.66864 -1.57571 -0.19
H -3.09919 -1.53159 0.35484 0.27
H -3.07635 -2.40813 1.88540 0.29
H -4.27715 -3.77573 0.27158 0.40
H -2.73060 -4.56790 0.59980 0.33
Cl 4.49777 -8.29832 -5.69506 -0.21
C 5.75722 -7.69540 -4.58243 -0.45
C 5.70918 -6.19704 -4.43674 -0.28
Cl 6.20086 -5.35555 -5.93184 -0.20
H 6.72081 -8.03415 -4.95494 0.38
H 5.57594 -8.16036 -3.61468 0.29
H 6.39917 -5.88463 -3.65474 0.28
H 4.71380 -5.85192 -4.16989 0.18
Cl 0.65686 -0.67466 5.25747 -0.12
C 1.01397 -1.83682 3.95206 0.18
C 2.47889 -2.18401 3.88075 -0.48
Cl 3.46688 -0.80420 3.33635 -0.17
H 0.66320 -1.40679 3.01596 -0.58
H 0.43383 -2.73516 4.15902 0.49
H 2.62849 -2.98694 3.16024 0.31
H 2.85826 -2.50727 4.84710 0.43
Cl -1.37030 0.27130 -3.80698 -0.10
C -1.14048 1.55070 -5.02120 -0.55
C -1.00489 0.98821 -6.41324 -0.42
Cl 0.51643 0.08111 -6.61984 -0.18
H -0.26119 2.12609 -4.73698 0.30
H -2.01146 2.20282 -4.96908 0.36
H -0.99229 1.80123 -7.13777 0.33
H -1.82795 0.31964 -6.65339 0.31
Cl 0.65789 -10.56588 -4.01485 -0.20
C 1.06586 -9.06583 -4.89017 -0.04
C 0.36099 -7.86293 -4.31814 -0.40
Cl -1.39923 -7.90704 -4.60423 -0.20
H 0.81420 -9.21203 -5.93803 0.36
H 2.14252 -8.92733 -4.80519 -0.10
H 0.73808 -6.96008 -4.79679 0.25
H 0.52206 -7.78236 -3.24573 0.32
Cl -3.67070 6.42419 6.92892 -0.16
C -3.94404 7.74011 5.75463 -0.53
C -4.05855 7.22979 4.34050 -0.45
Cl -2.51607 6.59561 3.72351 -0.15
H -3.12691 8.45001 5.85511 0.32
H -4.87154 8.23216 6.04362 0.35
H -4.35513 8.04611 3.68289 0.35
H -4.79892 6.43579 4.26352 0.27